A molecular structure, C9H11AuN4O3S3, computed with ωB97M-V with the def2-TZVPD basis set.

Geometry as XYZ:
```
31
Properties=species:S:1:pos:R:3:lowdin_charge:R:1
Au -0.449 -1.433 -0.045 0.73
C -2.151 3.888 0.714 0.01
C -1.543 2.826 1.547 -0.31
N -1.470 2.810 2.840 0.14
N -0.850 1.627 3.122 0.03
C -0.530 0.919 2.040 -0.69
S 0.230 -0.606 2.078 0.69
N -0.965 1.689 1.016 -0.07
N -0.761 1.399 -0.327 0.11
H -2.627 4.614 1.366 0.09
H -2.894 3.462 0.039 0.09
H -1.395 4.397 0.114 0.09
H -0.709 1.341 4.076 0.16
H -0.378 2.213 -0.790 0.11
H -1.641 1.093 -0.775 0.04
C 4.043 -2.486 -1.298 -0.10
C 3.517 -1.228 -1.555 -0.09
C 2.208 -0.929 -1.200 -0.13
C 1.427 -1.899 -0.585 -0.40
C 1.943 -3.161 -0.331 -0.12
C 3.255 -3.449 -0.687 -0.09
H 5.063 -2.715 -1.576 0.10
H 4.125 -0.473 -2.037 0.10
H 1.800 0.052 -1.406 0.09
H 1.332 -3.923 0.135 0.10
H 3.657 -4.434 -0.489 0.10
O -2.525 -1.006 0.257 -0.55
S -3.030 -1.036 -1.182 0.13
O -3.002 0.317 -1.716 -0.41
O -4.253 -1.756 -1.334 -0.33
S -1.431 -2.114 -2.010 0.37
```

Its multiplicity is 1. The calculation puts the energy above the lowest of the compared OMol25 structures with the same formula, charge and spin at 0.00 kJ/mol. As for the LUMO energy: -0.6 eV.

A gas-phase ion, C9H11BrN (charge +1) in a non-equilibrium geometry, computed with ωB97M-V with the def2-TZVPD basis set.

Geometry as XYZ:
```
22
Properties=species:S:1:pos:R:3:lowdin_charge:R:1
C -1.813 -3.786 -0.252 -0.09
C -1.117 -2.502 -0.220 -0.01
C -0.556 -1.431 -0.444 0.01
C -0.008 -0.135 -0.475 -0.28
C 0.144 0.721 -1.557 0.02
C 1.023 1.862 -1.418 -0.06
C 1.761 2.029 -0.295 -0.10
C 1.616 1.012 0.749 -0.60
Br 2.613 -0.592 0.255 0.91
N 0.231 0.557 0.865 -0.10
C -0.615 1.684 1.282 0.03
H -2.702 -3.800 -0.909 0.09
H -2.418 -3.812 0.700 0.11
H -1.304 -4.708 -0.650 0.11
H -0.027 0.262 -2.540 0.15
H 1.172 2.486 -2.213 0.09
H 2.588 2.744 -0.207 0.14
H 1.881 1.424 1.654 0.10
H 0.087 -0.091 1.526 0.12
H -1.673 1.515 1.381 0.11
H -0.442 2.026 2.271 0.10
H -0.443 2.536 0.497 0.15
```

Its multiplicity is 1. The calculation puts the energy above the lowest of the compared OMol25 structures with the same formula, charge and spin at 322.85 kJ/mol. The charge is +1. As for the LUMO energy: -4.5 eV.

A gas-phase ion, C9H11Cl2FNO (charge +1) in a non-equilibrium geometry, computed with ωB97M-V with the def2-TZVPD basis set.

Geometry as XYZ:
```
25
Properties=species:S:1:pos:R:3:lowdin_charge:R:1
C 0.358 -2.394 0.155 0.05
N -0.998 -1.874 -0.072 0.07
C -1.187 -0.394 0.419 -0.25
C -0.010 0.438 -0.010 -0.16
C 0.468 0.639 -1.304 -0.05
C 1.648 1.328 -1.634 -0.05
C 2.330 1.861 -0.560 -0.09
C 1.906 1.866 0.727 0.03
C 0.744 1.091 1.063 -0.18
O 0.315 0.828 2.332 0.10
C -2.461 0.157 -0.187 -1.17
F -2.390 0.307 -1.488 0.02
Cl -3.797 -1.050 0.141 0.69
Cl -2.928 1.645 0.657 0.76
H 0.982 -1.816 0.726 0.08
H 0.208 -3.307 0.564 0.07
H 0.808 -2.461 -0.909 0.16
H -1.221 -1.832 -1.071 0.17
H -1.710 -2.354 0.309 0.07
H -1.306 -0.546 1.432 0.12
H -0.259 0.533 -2.167 0.14
H 2.181 1.252 -2.656 0.15
H 3.143 2.426 -0.869 0.10
H 2.486 2.334 1.425 0.10
H 0.691 1.322 2.978 0.07
```

Its multiplicity is 1. The charge is +1. As for the LUMO energy: -3.0 eV.

A molecular structure, C9H11ClN4S in a non-equilibrium geometry, computed with ωB97M-V with the def2-TZVPD basis set.

Geometry as XYZ:
```
26
Properties=species:S:1:pos:R:3:lowdin_charge:R:1
C 2.964 -2.596 -0.713 -0.52
C -0.987 1.690 0.162 -0.01
C -2.344 1.970 0.294 -0.09
C -1.438 -0.052 1.771 -0.11
C -0.537 0.534 0.906 -0.29
C -3.197 1.250 1.125 -0.74
C 1.209 -1.107 1.613 -0.12
C -0.197 0.930 -3.036 -0.19
C 0.742 0.000 0.632 -0.45
N 3.445 -3.680 -0.277 0.07
N -2.684 0.305 1.884 0.08
N 2.570 -1.654 -1.365 -0.04
N 0.569 0.561 -1.922 -0.45
S 0.515 -0.752 -1.145 1.10
Cl -4.873 1.651 1.140 0.69
H -0.261 2.200 -0.469 0.11
H -2.651 2.866 -0.263 0.11
H -1.061 -0.796 2.459 0.11
H 0.797 -0.745 2.653 0.10
H 2.351 -1.004 1.759 0.10
H 0.744 -2.163 1.478 0.12
H 0.345 1.654 -3.633 0.08
H -0.597 0.182 -3.638 0.05
H -0.998 1.569 -2.387 0.12
H 1.538 0.686 0.425 0.11
H 4.033 -3.500 0.548 0.04
```

Its multiplicity is 1. The calculation puts the energy above the lowest of the compared OMol25 structures with the same formula, charge and spin at 107.71 kJ/mol. As for the LUMO energy (alpha / beta): -1.2 / -1.2 eV.

A single C9H11ClNP molecule in a non-equilibrium geometry, computed with ωB97M-V with the def2-TZVPD basis set.

Geometry as XYZ:
```
23
Properties=species:S:1:pos:R:3:lowdin_charge:R:1
C -0.587 -2.730 -0.473 -0.12
C 0.266 -1.636 -0.085 -0.32
C 1.591 -1.810 0.307 -0.06
C 2.452 -0.777 0.456 -0.08
C 2.029 0.550 0.170 -0.03
C 0.707 0.714 -0.102 -0.29
C -0.210 -0.318 -0.186 -0.38
P -1.911 -0.168 -0.662 0.66
Cl -2.852 -0.979 0.969 0.24
N -2.328 1.638 -0.300 -0.25
C -1.213 2.272 0.504 -0.27
C 0.213 2.122 -0.180 -0.18
H -1.059 -3.001 0.436 0.06
H -1.294 -2.360 -1.175 0.01
H -0.123 -3.620 -0.911 0.10
H 2.034 -2.864 0.480 0.15
H 3.491 -0.985 0.682 0.10
H 2.723 1.424 0.143 0.13
H -2.411 1.943 -1.268 0.03
H -1.054 1.785 1.561 0.14
H -1.469 3.289 0.833 0.09
H 0.875 3.050 0.064 0.14
H 0.129 2.461 -1.263 0.12
```

Its multiplicity is 1. The calculation puts the energy above the lowest of the compared OMol25 structures with the same formula, charge and spin at 0.00 kJ/mol. As for the LUMO energy: 0.6 eV.

A molecular structure, C9H11CoF5N3OS2SbSe4 in a non-equilibrium geometry, computed with ωB97M-V with the def2-TZVPD basis set.

Geometry as XYZ:
```
37
Properties=species:S:1:pos:R:3:mulliken_spin:R:1
Co -0.256 -0.903 -0.820 1.07
N 0.478 -2.141 -2.228 -0.02
N 0.845 -3.413 -1.769 0.01
C 1.030 -3.578 -0.438 -0.01
N 1.536 -4.737 -0.052 0.00
S 0.625 -2.373 0.673 -0.03
H -0.181 -2.261 -2.985 0.00
H 1.297 -1.669 -2.596 0.00
H 1.219 -4.061 -2.440 0.00
H 1.736 -5.493 -0.687 0.00
H 1.628 -4.914 0.936 0.00
C -0.680 1.033 -3.540 0.00
S -1.684 0.082 -2.382 -0.02
C -2.546 1.416 -1.534 0.00
H 0.091 1.593 -3.010 0.00
H -1.340 1.710 -4.080 0.00
H -0.224 0.345 -4.257 0.00
H -3.280 1.831 -2.220 0.00
H -1.830 2.175 -1.219 0.00
H -3.037 0.993 -0.661 0.00
Se -2.218 1.265 5.653 0.98
Sb -1.275 -0.624 4.341 -0.13
Se -1.158 -2.639 5.645 0.26
Se 1.035 -0.027 3.632 0.89
Se -2.601 -1.219 2.314 0.94
F 2.670 4.276 1.789 0.00
C 1.809 3.315 1.474 -0.02
C 2.064 2.469 0.419 0.03
F 3.169 2.609 -0.308 0.00
C 1.155 1.479 0.123 -0.02
F 1.398 0.656 -0.959 0.01
C -0.022 1.262 0.826 -0.03
O -0.854 0.269 0.493 0.04
C -0.257 2.152 1.864 0.00
F -1.368 2.027 2.593 -0.01
C 0.643 3.149 2.194 0.06
F 0.384 3.946 3.215 0.00
```

Its multiplicity is 5. The calculation puts the energy above the lowest of the compared OMol25 structures with the same formula, charge and spin at 109.23 kJ/mol. The charge is +1. As for the LUMO energy (alpha / beta): -3.6 / -5.0 eV.